[1]
ORCA calculation (wB97M-V/def2-TZVPD) on a structure of composition C28H23CeClN3O3.

```
! RIJCOSX wB97M-V def2-TZVPD def2/J DEFGRID3
* xyz 1 1
Ce -0.367 0.337 -0.350
C 3.136 0.488 -3.437
C 1.852 0.744 -2.710
N 1.437 -0.057 -1.729
N 2.135 -1.062 -1.326
C 1.499 -1.831 -0.250
O 0.129 -1.677 -0.155
C 1.904 -3.292 -0.427
C 1.006 -4.293 -0.078
C 1.365 -5.627 -0.203
C 2.624 -5.966 -0.673
C 3.523 -4.967 -1.018
C 3.166 -3.633 -0.898
C 0.955 1.801 -3.042
C 1.206 2.711 -4.084
C 0.273 3.664 -4.406
C -0.927 3.729 -3.689
C -1.098 2.844 -2.655
N -0.198 1.909 -2.310
H 3.537 -0.461 -3.088
H 3.877 1.267 -3.242
H 2.971 0.429 -4.513
H 0.022 -4.019 0.280
H 0.658 -6.403 0.061
H 2.905 -7.006 -0.770
H 4.505 -5.228 -1.389
H 3.859 -2.851 -1.178
H 2.137 2.638 -4.628
H 0.461 4.365 -5.208
H -1.692 4.451 -3.929
H -1.999 2.878 -2.051
Cl 2.976 1.596 0.353
C 1.799 1.149 1.548
C 1.208 2.160 2.302
C 0.201 1.847 3.198
C -0.267 0.542 3.276
C 0.352 -0.469 2.554
C 1.473 -0.208 1.743
C 2.211 -1.342 1.110
H 1.556 3.177 2.183
H -0.245 2.626 3.800
H -1.105 0.306 3.919
H 0.036 -1.497 2.678
H 2.220 -2.201 1.779
H 3.229 -1.072 0.848
O -1.519 1.764 0.884
C -2.532 0.992 0.803
O -2.558 0.066 -0.068
C -3.661 1.161 1.737
C -3.664 2.208 2.656
C -4.732 2.355 3.521
C -5.793 1.459 3.472
C -5.790 0.412 2.558
C -4.726 0.262 1.688
H -2.831 2.900 2.674
H -4.746 3.168 4.234
H -6.629 1.583 4.148
H -6.619 -0.282 2.532
H -4.707 -0.544 0.967
*
```

Properties
**E_LUMO (alpha / beta)**: -4.688 / -4.686 eV
**HOMO level (alpha / beta)**: -0.3613 / -0.3616 Eh
**Orbital gap (alpha / beta)**: 5.142 / 5.153 eV
**M**: 625.08 Da

---

[2]
ORCA calculation (wB97M-V/def2-TZVPD) on a structure of composition C28H23FN6O5Os.

```
! RIJCOSX wB97M-V def2-TZVPD def2/J DEFGRID3
* xyz 0 5
Os -10.969 -9.848 -13.836
C -7.080 -8.589 -14.602
C -8.121 -9.552 -14.081
O -9.252 -9.494 -14.728
C -7.851 -10.404 -13.034
C -8.718 -11.468 -12.627
C -8.170 -12.755 -12.016
N -9.992 -11.445 -12.995
N -10.722 -12.614 -12.824
C -11.686 -12.683 -13.796
O -11.774 -11.789 -14.698
C -12.707 -13.753 -13.713
C -13.908 -13.505 -14.373
C -14.920 -14.439 -14.247
C -14.676 -15.643 -13.599
C -13.484 -15.913 -13.013
C -12.473 -14.939 -13.066
H -7.210 -7.631 -14.129
H -7.149 -8.469 -15.663
H -6.072 -8.942 -14.426
H -6.850 -10.370 -12.634
H -7.099 -12.660 -11.818
H -8.328 -13.567 -12.726
H -8.667 -13.036 -11.088
H -14.093 -12.565 -14.895
H -15.886 -14.233 -14.664
H -15.511 -16.343 -13.472
H -13.308 -16.813 -12.460
H -11.510 -15.119 -12.583
C -10.926 -2.484 -14.901
C -9.886 -2.853 -13.844
C -8.479 -2.364 -14.180
C -7.536 -2.601 -13.001
C -7.671 -4.020 -12.468
C -6.648 -4.554 -11.712
C -6.749 -5.874 -11.219
F -5.726 -6.356 -10.493
C -7.823 -6.672 -11.499
C -8.835 -6.137 -12.329
C -9.952 -7.003 -12.768
O -10.013 -8.169 -12.300
C -10.865 -6.459 -13.671
C -10.764 -5.144 -14.014
N -9.818 -4.301 -13.565
C -8.793 -4.818 -12.768
C -12.014 -7.147 -14.350
O -13.108 -6.646 -14.432
O -11.686 -8.356 -14.896
H -10.900 -1.402 -14.982
H -11.954 -2.717 -14.615
H -10.718 -2.901 -15.904
H -10.182 -2.358 -12.895
H -8.571 -1.317 -14.427
H -8.136 -2.884 -15.086
H -7.821 -1.919 -12.197
H -6.506 -2.413 -13.301
H -5.803 -3.920 -11.468
H -7.906 -7.710 -11.160
H -11.511 -4.722 -14.663
N -16.229 -10.682 -14.466
C -15.682 -10.357 -13.508
N -15.006 -10.038 -12.406
C -13.737 -9.958 -12.535
N -12.570 -9.851 -12.597
*
```

Properties
**E_LUMO (alpha / beta)**: -0.646 / -1.812 eV
**HOMO level (alpha / beta)**: -0.2903 / -0.2985 Eh
**Orbital gap (alpha / beta)**: 7.255 / 6.310 eV
**M**: 732.76 Da

---

[3]
ORCA calculation (wB97M-V/def2-TZVPD) on the molecule C28H24BF3O2S3.

```
! RIJCOSX wB97M-V def2-TZVPD def2/J DEFGRID3
* xyz 0 1
C -4.239 0.298 -2.188
C -3.481 1.474 -2.164
C -2.087 1.410 -2.083
C -1.451 0.177 -1.937
C 0.045 0.106 -1.557
S 0.752 -1.409 -2.017
C 2.508 -1.057 -1.828
C 3.027 -0.006 -2.799
C 2.550 1.349 -2.325
S 0.764 1.538 -2.402
C -2.181 -0.983 -2.175
C -3.579 -0.926 -2.222
H -5.331 0.351 -2.251
H -3.953 2.448 -2.210
H -1.509 2.338 -2.114
H 2.661 -0.791 -0.778
H 2.951 -2.040 -2.023
H 4.122 -0.004 -2.787
H 2.677 -0.200 -3.817
H 2.938 1.596 -1.333
H 2.862 2.136 -3.023
H -1.661 -1.941 -2.245
H -4.136 -1.859 -2.288
C -0.470 0.699 5.804
C -0.698 0.422 4.378
C -1.902 0.034 3.797
C -1.726 -0.318 2.430
C -0.396 -0.463 2.054
B 0.390 0.399 -0.052
C 0.122 -1.191 0.849
C 1.429 -1.897 0.968
C 1.613 -3.230 0.667
C 0.569 -3.992 0.125
C 0.793 -5.388 -0.404
F -0.322 -6.175 -0.261
F 1.084 -5.343 -1.751
F 1.827 -6.039 0.204
C -0.690 -3.411 -0.034
C -0.880 -2.075 0.248
O -0.704 1.378 0.306
C -0.081 2.555 0.343
C 1.324 2.365 0.466
C 2.213 3.432 0.397
C 1.678 4.690 0.069
C 0.303 4.854 -0.153
C -0.595 3.795 -0.005
O 1.622 1.026 0.384
S 0.610 0.327 3.248
H -1.396 0.465 6.333
H 0.333 0.047 6.168
H -0.195 1.743 5.989
H -2.841 -0.011 4.335
H -2.540 -0.420 1.725
H 2.253 -1.360 1.446
H 2.585 -3.700 0.857
H -1.525 -4.019 -0.389
H -1.915 -1.716 0.199
H 3.274 3.260 0.561
H 2.348 5.546 -0.032
H -0.082 5.827 -0.477
H -1.660 3.880 -0.229
*
```

Properties
**E_LUMO**: -1.821 eV
**HOMO level**: -0.2687 Eh
**Orbital gap**: 5.490 eV
**M**: 556.51 Da

---

[4]
ORCA calculation (wB97M-V/def2-TZVPD) on a structure of composition C28H24BN5O2Pt.

```
! RIJCOSX wB97M-V def2-TZVPD def2/J DEFGRID3
* xyz 0 1
Pt 0.625 0.019 -0.312
C -0.342 4.169 1.464
C 0.638 4.156 2.447
C 1.006 2.949 3.008
C 0.409 1.773 2.542
N -0.519 1.784 1.577
C -0.888 2.958 1.075
N 0.772 0.587 3.164
C 0.834 -0.573 2.649
N 0.712 -1.025 1.332
C 0.690 -2.398 1.286
N 0.488 -3.197 0.301
C 0.116 -2.849 -0.976
C 0.385 -3.785 -1.988
C -0.036 -3.542 -3.274
C -0.761 -2.385 -3.546
C -1.000 -1.515 -2.506
N -0.562 -1.717 -1.254
C 0.920 -2.887 2.658
C 1.015 -4.173 3.154
C 1.231 -4.315 4.518
C 1.335 -3.201 5.349
C 1.224 -1.912 4.843
C 1.023 -1.780 3.483
H -0.672 5.090 1.004
H 1.102 5.076 2.778
H 1.747 2.880 3.792
H -1.650 2.924 0.302
H 0.918 -4.684 -1.715
H 0.179 -4.252 -4.062
H -1.130 -2.162 -4.537
H -1.571 -0.607 -2.663
H 0.924 -5.027 2.496
H 1.319 -5.304 4.948
H 1.501 -3.347 6.408
H 1.291 -1.038 5.476
C 6.946 5.958 -0.017
C 5.497 6.143 0.455
C 5.486 6.936 1.769
C 4.749 6.968 -0.595
C 4.864 4.767 0.667
C 5.373 3.927 1.662
C 4.865 2.656 1.909
C 3.817 2.240 1.121
O 3.111 1.066 1.158
B 2.116 1.187 0.191
O 2.257 2.419 -0.484
C 3.302 3.058 0.129
C 3.803 4.317 -0.122
H 7.415 6.929 -0.194
H 6.978 5.386 -0.946
H 7.540 5.426 0.726
H 5.930 7.922 1.614
H 6.054 6.434 2.551
H 4.464 7.072 2.127
H 5.220 7.948 -0.690
H 3.706 7.123 -0.313
H 4.777 6.493 -1.577
H 6.200 4.271 2.269
H 5.269 2.023 2.687
H 3.364 4.922 -0.901
*
```

Properties
**E_LUMO**: -0.685 eV
**HOMO level**: -0.2855 Eh
**Orbital gap**: 7.083 eV
**M**: 668.42 Da